Record 1
Density functional theory data (wB97M-V/def2-TZVPD) for a molecular structure, C2H2HgMgO2 in a non-equilibrium geometry.

Structure (XYZ):
```
8
Properties=species:S:1:pos:R:3:forces:R:3
Hg -2.725256 -0.657040 -2.184789 -0.980 -0.510 -0.410
O -0.792061 0.367961 -1.200737 3.012 0.603 2.964
Mg 2.469204 -0.111537 1.197658 -0.432 1.351 -0.295
H -0.839467 1.088312 0.703573 0.864 0.163 -0.212
C 0.399533 -0.706021 0.606212 -0.656 -5.053 -1.164
C -0.331193 0.437301 -0.043806 -3.677 0.503 -2.113
O 0.126350 -1.877984 0.391268 0.924 3.616 0.827
H 1.692887 1.459007 0.530618 0.944 -0.674 0.402
```
Positions in Å, forces in eV/Å.

Computed properties:
E_LUMO (alpha / beta)   -6.8 / -7.2 eV
Relative energy (zero: lowest compared OMol25 entry of this formula, charge and spin)   58.46 kcal/mol
HOMO level (alpha / beta)   -11.5 / -11.5 eV
Spin multiplicity   2
<S²>   0.76
Largest force on an atom   0.10165 hartree/bohr
Charge   +1

Record 2
Density functional theory data (wB97M-V/def2-TZVPD) for C38H40N2O4 in the gas phase in a non-equilibrium geometry.

Structure (XYZ):
```
84
Properties=species:S:1:pos:R:3:forces:R:3
H 5.156568 1.382183 -0.132162 -0.083 0.213 0.343
C 2.226783 3.110210 -5.333511 0.447 -0.095 0.010
C 4.208884 2.093704 -3.628835 -0.456 -0.167 -0.459
N 3.201009 1.976796 -0.678795 1.445 1.382 -0.797
C 3.971907 1.793049 1.635801 0.571 -0.023 0.336
C -0.401285 -0.461872 -2.469435 0.113 -0.142 1.166
H 5.264694 0.498695 4.515607 -0.415 0.252 -0.346
H -2.058112 -1.290709 -1.189318 -0.446 0.395 0.542
O 0.190670 -2.685677 1.686149 0.717 -0.119 0.251
C -7.918177 -1.831822 2.015501 0.687 -0.041 0.100
N -6.681907 -1.589918 2.756849 -0.778 0.479 0.459
C 2.213707 3.412504 -3.968316 -0.110 -0.436 -0.255
C 4.225676 1.775621 -4.994207 -0.081 0.212 0.102
C 2.267629 1.671192 3.336896 0.719 0.332 0.607
C -0.550033 -0.812614 0.146203 -2.395 -1.834 2.776
H 5.018792 1.141552 -5.398271 -0.208 0.277 0.136
H -5.480538 -3.368118 1.096040 0.214 0.318 0.194
H 3.222325 2.002239 -6.910670 0.047 0.090 0.522
C 3.205779 1.143073 4.236179 -0.053 -0.155 -0.157
C 1.508767 -2.262851 3.646002 -0.181 -0.067 0.038
O 0.671333 -0.455006 2.249611 0.538 -0.939 0.520
H 1.472810 4.105724 -3.558796 0.074 -0.374 -0.137
H 1.463203 3.532874 -5.995594 0.357 -0.165 0.244
H -7.074663 -3.031373 4.255797 0.142 -0.010 0.104
H -5.934115 -1.735992 4.732617 -0.114 -0.014 -0.114
H -7.885546 -1.375591 1.020486 0.073 -0.137 0.195
H 1.228990 1.791944 3.626917 0.181 0.104 -0.007
C -1.136878 -1.737119 -4.387089 0.290 0.418 0.256
H -0.364631 -2.615242 -2.541842 -0.171 0.450 -0.403
O -0.873971 -3.206666 -0.210266 0.730 0.911 1.451
H 5.024644 1.779248 -2.980651 -0.258 -0.186 -0.043
H 1.987490 2.615914 1.444988 0.032 -0.296 -0.112
H -2.792039 0.770526 1.849157 -0.560 -0.252 -0.212
C 3.008195 3.087180 -1.622092 0.019 0.209 0.932
H -1.385180 1.642447 -4.970364 -0.194 -0.415 0.121
C 3.135836 2.818876 -3.102339 0.109 0.137 -0.181
C -4.904162 -2.452694 1.268765 -0.798 0.549 1.022
H 0.638491 1.733135 -1.320008 0.192 -0.466 0.227
H 2.905938 -0.018884 -0.224112 0.088 0.309 -0.288
C -0.621095 -1.695958 -3.089154 0.219 0.249 -0.240
H -8.740475 -1.379019 2.586354 0.090 -0.039 -0.205
H 3.238410 -1.175431 1.831926 -0.305 -0.139 -0.176
H 1.918519 -3.278729 3.627609 -0.099 0.180 -0.055
C -3.420674 -0.113116 1.679348 -0.157 -0.062 0.076
C 4.526996 0.923339 3.817770 0.086 -0.039 0.175
C -1.435016 -0.539952 -5.051460 0.035 -0.158 -0.069
C 2.690193 2.090325 2.082610 -0.272 -0.237 0.140
H -7.686706 -1.407476 4.569431 0.153 -0.004 0.156
H -2.045742 0.403827 -0.607292 -0.548 -0.495 0.187
H -4.961738 0.484064 3.057195 0.100 -0.449 -0.145
C 3.226019 2.261946 -5.844470 -0.322 0.192 0.150
H 2.898337 0.904572 5.264122 0.189 0.006 -0.530
H 2.316838 -1.624281 0.349272 0.096 -0.215 0.458
C -0.748271 0.735536 -3.132128 0.189 -0.501 0.078
C -1.232246 0.698985 -4.440013 0.186 -0.413 0.363
C -6.835236 -1.960925 4.157885 0.156 0.104 -0.471
H -3.284563 -3.059632 0.009486 -0.210 0.259 -0.189
C 0.279729 -0.476902 -1.009696 2.029 0.853 -3.738
C -4.601268 -0.304305 2.385621 -0.935 -0.679 0.059
H 3.791683 3.806995 -1.345186 -0.374 0.012 -0.124
C 4.906570 1.222898 2.505132 -0.424 -0.075 0.197
C 1.236374 -1.826430 2.219129 -1.593 0.852 -0.144
O -0.556998 1.175984 1.405333 0.194 -0.568 0.545
C -5.420037 -1.452218 2.146567 1.135 -0.080 -0.606
H -0.626254 1.710450 -2.657495 -0.009 -0.405 -0.180
C -3.029383 -1.040378 0.712939 -0.455 0.109 0.328
H 4.749725 3.104053 0.116215 0.004 -0.413 0.095
H -8.138447 -2.906941 1.929171 -0.058 0.042 -0.157
H 0.604864 -2.271173 4.255351 -0.031 0.093 -0.164
C 1.125767 0.805033 -1.009701 0.693 -0.497 0.685
H -1.820108 -0.573203 -6.064459 0.074 -0.033 0.015
H 2.247762 -1.605112 4.112555 -0.133 0.005 -0.209
H -1.220590 -2.703489 -4.878288 -0.234 0.240 -0.028
C 4.365814 2.076688 0.213252 -0.462 -0.169 -0.739
C -0.424080 -2.355006 0.536963 -0.267 0.178 -1.859
H 2.914193 -2.893703 1.455597 -0.172 0.371 -0.048
C 2.428117 0.858140 -0.658842 -1.381 -0.525 0.127
C -3.703962 -2.263124 0.619747 0.108 0.300 -0.393
H 0.840599 -1.401747 -0.939860 1.430 0.398 -1.493
C 2.501188 -1.872823 1.402920 0.210 -0.262 -0.343
C -2.005621 -0.656136 -0.290316 0.592 0.175 -0.102
C -0.189763 0.025504 1.340191 0.157 1.175 -0.583
H 5.918816 1.027483 2.138373 -0.316 -0.033 0.222
H 2.042865 3.574858 -1.412588 0.143 -0.007 -0.208
```
Positions in Å, forces in eV/Å.

Computed properties:
E_LUMO   0.6 eV
Relative energy (zero: lowest compared OMol25 entry of this formula, charge and spin)   0.00 kcal/mol
HOMO level   -7.6 eV
SMILES   CN(C)c1ccc(CC2([C@H](/C=C/N(Cc3ccccc3)Cc3ccccc3)c3ccccc3)C(=O)OC(C)(C)OC2=O)cc1
Largest force on an atom   0.08435 hartree/bohr

Record 3
Density functional theory data (wB97M-V/def2-TZVPD) for C22H36N4O3 in the gas phase.

Structure (XYZ):
```
65
Properties=species:S:1:pos:R:3:forces:R:3
H 2.049048 -0.712220 -3.764035 0.004 -0.001 -0.002
C -2.587846 2.336210 -0.269683 0.019 -0.005 0.013
H 2.946771 -7.483053 2.724735 0.005 -0.011 -0.004
N -1.995044 1.015537 -2.249800 -0.084 -0.151 0.102
H -4.702939 1.850477 -0.662659 0.009 0.010 0.044
H -0.291732 2.668231 1.567604 0.005 -0.003 0.006
H 0.845711 -1.326801 -0.756152 0.003 0.018 -0.003
N -4.295442 3.301025 0.841627 -0.003 -0.016 -0.009
C 2.311749 -6.622378 2.965871 -0.003 0.007 -0.006
H -0.730852 -3.427939 -1.963011 -0.004 -0.005 0.007
H 0.610310 -1.229055 -4.636162 -0.005 0.000 -0.011
H -3.753056 4.674212 3.109882 0.004 -0.008 -0.001
C 3.873213 -4.021388 0.913938 -0.007 0.025 0.003
H -2.528796 -1.654444 -2.099050 -0.005 -0.002 -0.009
H -0.380272 6.063160 4.257265 0.000 0.001 0.003
H 3.594191 -4.426381 -0.060331 -0.005 0.000 -0.002
C -0.687883 3.503090 0.989939 -0.017 0.035 0.006
N 1.396274 -1.874604 -1.398670 0.005 -0.031 0.001
H -1.233838 -1.221182 -1.008045 -0.002 -0.014 -0.006
C -1.586001 4.850664 2.922485 0.008 -0.013 -0.023
H -1.479669 6.988169 3.230516 0.001 0.000 -0.003
H 4.467575 -5.942584 1.698294 0.010 -0.006 -0.006
H 4.089579 -4.737224 2.941333 0.004 0.010 0.011
C -0.623835 -2.549897 -2.602091 -0.011 0.025 0.003
H -0.974758 -2.830489 -3.599620 -0.006 -0.001 0.001
C 0.231209 0.247176 -3.090983 0.036 -0.034 -0.005
H 1.952268 -3.141672 1.308214 0.002 -0.006 0.004
H 1.424944 -2.995276 -3.114081 0.003 0.005 0.007
C -3.951707 2.410451 -0.129758 -0.017 0.012 -0.035
C 3.789064 -5.117863 1.953580 -0.023 0.005 -0.020
H -3.209864 5.809133 1.888841 -0.009 -0.006 -0.006
C -3.245512 1.353573 -2.909290 0.083 0.094 -0.062
H -3.068341 1.429446 -3.981749 0.008 -0.008 -0.001
H 4.916692 -3.704620 0.828501 0.006 0.003 0.003
C 2.716227 -2.045508 -1.121433 -0.010 -0.008 -0.002
H 3.255866 -2.466766 2.263535 0.009 0.003 0.003
H 4.171963 -1.324946 0.227467 0.001 -0.014 -0.003
H 1.270029 -6.935518 2.954330 -0.005 -0.004 0.001
O -0.667508 1.012767 -0.412453 0.040 -0.010 0.036
C -1.238899 -0.101104 -2.845304 -0.079 0.006 -0.134
H 0.694061 0.576010 -2.162739 -0.022 -0.011 -0.031
H 0.436734 4.902196 2.142979 0.007 -0.001 0.002
H -1.449628 3.943913 3.524224 0.003 0.004 0.002
C 0.991812 -0.954182 -3.647356 0.001 0.026 0.023
C -1.375620 6.067851 3.810703 0.007 -0.007 -0.006
C 3.132948 -1.652257 0.281697 0.017 -0.032 -0.003
C -1.467274 -1.397605 -2.059191 0.099 0.037 0.063
C -3.154961 3.775765 1.294600 0.118 0.046 0.015
C 2.995944 -2.823728 1.262232 -0.017 0.006 -0.001
H 2.569467 -6.274281 3.973282 0.001 0.004 0.013
H -1.687282 -0.249270 -3.833292 -0.001 -0.003 0.005
C -1.682224 1.407478 -0.985855 -0.063 0.066 0.035
H -0.119883 3.546765 0.062692 0.000 0.003 0.001
O 3.497319 -2.530143 -1.924606 0.011 0.019 0.002
O 2.459784 -5.595714 2.016540 -0.001 -0.001 -0.005
N -2.086914 3.222657 0.668713 -0.106 -0.016 0.050
C -2.998159 4.832548 2.338954 0.005 -0.027 -0.028
H 2.529030 -0.812229 0.632435 -0.008 0.017 -0.006
H -3.613705 2.312349 -2.558057 0.022 -0.017 -0.037
H -4.014639 0.593432 -2.741697 -0.007 0.000 0.006
H 0.278613 1.087966 -3.787074 -0.006 0.001 -0.011
H -2.108608 6.098184 4.618291 -0.003 0.001 0.002
C -0.584472 4.805370 1.769689 -0.035 -0.023 -0.001
C 0.847145 -2.161347 -2.717302 0.004 0.012 0.015
H -0.768378 5.657866 1.106543 0.002 -0.004 -0.004
```
Positions in Å, forces in eV/Å.

Computed properties:
E_LUMO   0.7 eV
Relative energy (zero: lowest compared OMol25 entry of this formula, charge and spin)   6.22 kcal/mol
HOMO level   -8.7 eV
SMILES   COCCCCC(=O)N[C@H]1CC[C@@H](N(C)C(=O)c2cnc3n2CC[C@@H](C)C3)CC1
Largest force on an atom   0.00390 hartree/bohr

Record 4
Density functional theory data (wB97M-V/def2-TZVPD) for C5H11NO in the gas phase in a non-equilibrium geometry.

Structure (XYZ):
```
18
Properties=species:S:1:pos:R:3:forces:R:3
H -2.778893 -0.818793 -1.044720 0.151 0.034 0.079
H -2.837473 0.624960 -2.042529 0.129 0.178 0.064
H -0.311454 0.662649 -1.760544 0.084 0.444 -0.796
H 2.659068 -0.758060 1.209525 -0.009 -0.072 0.037
C 0.869901 1.354945 1.336449 -0.510 -0.772 0.250
H 1.421279 0.707295 -0.463231 0.097 -1.218 -0.666
C 0.911755 0.133745 0.325868 0.469 2.421 0.362
N -0.958857 0.115824 -1.244992 1.036 1.005 -0.676
C 1.650163 -1.043886 0.912062 0.131 -0.163 0.047
H 1.873401 1.619590 1.707973 -0.282 -0.352 -0.238
H 1.087624 -1.395901 1.784196 0.196 0.050 -0.113
C -2.226926 -0.239126 -1.780525 -0.885 -0.348 -0.350
H 1.703669 -1.878017 0.205992 0.059 0.111 0.060
O -1.174624 -1.029581 0.597250 0.257 -0.587 1.290
C -0.469647 -0.307193 -0.078929 -1.033 -0.413 0.401
H 0.258974 1.019614 2.169641 -0.036 0.295 0.396
H 0.431442 2.280841 0.926114 0.045 -0.559 -0.092
H -2.134266 -0.852788 -2.677040 0.101 -0.056 -0.054
```
Positions in Å, forces in eV/Å.

Computed properties:
E_LUMO   0.9 eV
Relative energy (zero: lowest compared OMol25 entry of this formula, charge and spin)   10.96 kcal/mol
HOMO level   -9.5 eV
SMILES   CNC(=O)C(C)C
Largest force on an atom   0.04847 hartree/bohr

Record 5
Density functional theory data (wB97M-V/def2-TZVPD) for a gas-phase ion, C19H34NO2 (charge +1).

Structure (XYZ):
```
56
Properties=species:S:1:pos:R:3:forces:R:3
H -4.182735 -2.767868 0.304373 0.048 0.155 -0.013
H -1.639506 -1.872600 -0.901482 -0.105 -0.017 0.080
H -3.508689 1.581772 2.134775 -0.042 -0.150 -0.048
H 1.865322 2.088917 -0.372040 -0.088 0.057 0.028
H -1.701224 2.294660 -1.188255 0.001 -0.028 -0.028
H -2.999680 0.350505 -1.791233 -0.062 -0.035 0.129
C -4.223367 -0.660248 0.565458 -0.225 -0.865 -0.074
H -3.156600 3.094011 -1.760507 0.013 -0.037 -0.053
C 2.534942 0.152009 1.438020 0.120 -0.011 -0.108
H -2.455803 0.248993 0.527040 -0.279 0.136 -0.051
H -1.893889 -3.110721 0.344840 0.004 0.098 -0.020
H 5.376179 0.059072 -1.744593 0.065 -0.003 -0.055
H 1.967224 -1.446937 -1.567192 -0.088 -0.031 -0.057
H -5.250000 -0.509334 0.224935 0.086 0.091 0.067
H 1.783845 1.055404 -1.804246 -0.092 -0.003 -0.059
H -0.018631 -0.834106 2.179596 0.071 -0.101 -0.088
C 0.340796 -0.076538 0.177564 0.147 -0.301 0.173
C 4.402363 1.453103 0.398469 -0.069 -0.038 -0.008
H 4.355723 -1.883639 1.270990 0.035 -0.063 0.043
H 4.506221 0.384410 2.267787 -0.029 -0.009 -0.050
C -3.044617 2.886788 0.422646 0.027 0.061 0.022
H 5.485378 1.534400 0.296312 0.067 0.048 0.017
O -3.973470 -1.799039 -1.505353 -0.146 -0.003 -0.296
O -1.645615 -1.193709 1.057468 -0.262 0.057 0.119
H -4.870993 1.871097 1.034120 0.042 -0.167 -0.024
H 4.040312 2.375200 0.858754 0.024 0.071 0.029
C 4.053105 0.255855 1.279492 0.127 0.032 0.279
H -4.212176 -0.828321 1.642999 0.013 0.128 -0.061
C -2.771367 2.402883 -1.015723 -0.014 0.014 0.001
H -4.518125 1.160396 -1.396170 0.003 -0.106 0.107
C 3.763218 1.268473 -0.976004 0.056 0.241 -0.180
C 4.584751 -1.024026 0.637098 -0.066 0.023 -0.015
H 2.190338 -2.177092 0.028170 -0.048 -0.094 0.010
C -3.471802 1.050086 -1.105687 0.208 0.320 -0.859
H -2.112304 3.102728 0.941348 -0.019 0.005 0.034
H 2.150498 1.056351 1.916317 -0.084 0.059 0.075
C 2.246910 1.167425 -0.820102 0.174 -0.078 0.042
H -3.955359 -2.663143 -1.929679 -0.008 -0.013 0.035
C -2.128558 -2.077706 0.060906 -0.017 -0.234 -0.202
H -0.010401 0.909599 0.498476 -0.055 0.096 0.004
C 1.878089 -0.030831 0.066426 -0.473 0.114 -0.051
H -3.644950 3.792814 0.437851 -0.009 -0.009 0.069
H 3.854630 -0.135464 -2.615492 0.018 -0.008 -0.075
C -3.661465 -1.908442 -0.135387 0.229 0.143 0.412
H 4.319014 -2.121868 -1.199852 -0.028 0.049 0.028
H 2.302738 -0.698049 2.082455 -0.047 -0.050 0.102
C 3.944636 -1.202280 -0.738251 0.114 -0.252 -0.129
H 5.669236 -0.964620 0.535232 0.071 -0.035 0.024
N -3.430225 0.547455 0.282773 0.340 -0.166 0.130
H -0.060275 -0.267731 -0.823180 -0.052 0.028 -0.080
H 0.207784 -2.107502 0.962130 -0.028 -0.019 0.048
C -0.218804 -1.118960 1.145549 0.369 0.213 0.007
C 2.426138 -1.304865 -0.585075 0.107 0.058 0.035
C -3.789991 1.729270 1.093115 -0.069 0.677 0.459
H 4.001622 2.128450 -1.610427 -0.013 -0.046 0.034
C 4.294185 -0.008268 -1.623549 -0.062 -0.002 0.041
```
Positions in Å, forces in eV/Å.

Computed properties:
E_LUMO   -2.2 eV
Relative energy (zero: lowest compared OMol25 entry of this formula, charge and spin)   1.95 kcal/mol
HOMO level   -12.3 eV
SMILES   O[C@@H](COCC[C@]12C[C@H]3C[C@H](C[C@H](C3)C1)C2)C[NH+]1CCCC1
Largest force on an atom   0.01828 hartree/bohr
Charge   +1

Record 6
Density functional theory data (wB97M-V/def2-TZVPD) for a molecular structure, CH3Br2PS in a non-equilibrium geometry.

Structure (XYZ):
```
8
Properties=species:S:1:pos:R:3:forces:R:3
H 1.979829 -0.757045 0.128210 0.878 -1.816 -0.554
P -2.795534 -0.362067 -0.863986 0.528 -0.142 0.085
Br -2.821579 1.213127 0.624666 -0.524 0.363 0.165
S -0.020606 0.351048 0.003837 0.999 0.617 -0.022
C 1.821033 0.252380 -0.083520 -0.356 2.180 -0.896
H 2.243728 0.715115 -1.080522 -0.690 -1.214 2.174
H 2.282887 0.711534 0.831796 -0.650 0.247 -0.909
Br -2.689760 -2.124091 0.439520 -0.184 -0.234 -0.042
```
Positions in Å, forces in eV/Å.

Computed properties:
E_LUMO (alpha / beta)   -1.6 / -1.8 eV
Relative energy (zero: lowest compared OMol25 entry of this formula, charge and spin)   74.31 kcal/mol
HOMO level (alpha / beta)   -9.0 / -8.4 eV
Largest force on an atom   0.05025 hartree/bohr